Computed, not measured: C3H5IO in the gas phase at a distorted geometry, with wB97M-V/def2-TZVPD.

The geometry in ORCA input format:
```
! RIJCOSX wB97M-V def2-TZVPD def2/J DEFGRID3
* xyz 0 1
C -0.599 0.097 -2.143
C -0.923 -0.187 -0.928
C 0.360 -0.058 2.133
O 1.721 -0.274 1.878
I -0.386 1.459 0.591
H 0.321 0.614 -2.388
H -1.111 -0.490 -2.940
H -1.727 -0.772 -0.476
H 0.409 0.558 3.023
H 1.934 -0.945 1.250
*
```

The value obtained for the maximum force is 0.077 Eh/bohr. For the energy above the lowest of the compared OMol25 structures with the same formula, charge and spin, the calculation gives 4.5675 eV.


Computed, not measured: a molecular structure, C24H36CrO14 at a distorted geometry, with wB97M-V/def2-TZVPD.

The geometry in ORCA input format:
```
! RIJCOSX wB97M-V def2-TZVPD def2/J DEFGRID3
* xyz 1 4
Cr -23.471 -5.652 -11.474
C -23.165 -2.564 -8.683
C -23.366 -3.715 -9.705
O -22.500 -4.560 -9.838
O -24.303 -3.843 -10.558
H -24.129 -2.555 -8.176
H -22.963 -1.628 -9.203
H -22.383 -2.856 -7.982
C -21.896 -3.729 -14.819
C -22.514 -4.384 -13.625
O -23.716 -4.424 -13.305
O -21.864 -4.884 -12.775
H -22.100 -2.675 -15.006
H -22.156 -4.386 -15.650
H -20.808 -3.774 -14.776
O -29.305 -1.739 -6.982
C -28.528 -2.273 -7.748
O -28.051 -1.694 -8.847
C -27.044 -2.442 -9.566
C -27.182 -3.796 -8.828
C -27.842 -3.577 -7.456
H -26.011 -2.116 -9.448
H -27.325 -2.553 -10.613
H -26.229 -4.310 -8.703
H -27.837 -4.357 -9.493
H -27.093 -3.161 -6.782
H -28.481 -4.362 -7.052
O -24.497 -6.648 -9.935
C -24.777 -7.544 -9.030
O -23.809 -8.376 -8.526
C -24.264 -9.247 -7.528
C -25.788 -9.210 -7.641
C -26.091 -7.778 -8.241
H -23.944 -8.867 -6.557
H -23.770 -10.218 -7.500
H -26.405 -9.413 -6.766
H -26.068 -9.945 -8.395
H -26.177 -6.976 -7.507
H -26.968 -7.901 -8.875
O -24.173 2.468 -6.812
C -24.528 2.137 -7.926
O -23.796 1.355 -8.751
C -24.544 0.893 -9.907
C -25.967 1.284 -9.601
C -25.942 2.453 -8.603
H -24.225 -0.146 -9.981
H -24.076 1.360 -10.773
H -26.503 0.516 -9.042
H -26.525 1.330 -10.537
H -26.648 2.729 -7.820
H -25.755 3.364 -9.172
O -20.536 1.117 -13.807
C -20.427 0.199 -12.976
O -20.629 0.352 -11.713
C -20.314 -0.823 -10.979
C -20.172 -1.920 -11.915
C -19.938 -1.220 -13.228
H -21.122 -0.972 -10.262
H -19.370 -0.786 -10.436
H -21.093 -2.487 -11.779
H -19.243 -2.466 -11.752
H -20.646 -1.461 -14.021
H -18.950 -1.114 -13.678
O -27.624 0.862 -14.290
C -26.749 0.087 -14.135
O -26.383 -0.238 -12.896
C -25.379 -1.206 -12.943
C -25.107 -1.568 -14.422
C -25.890 -0.535 -15.298
H -25.660 -2.076 -12.350
H -24.405 -0.837 -12.623
H -25.747 -2.429 -14.618
H -24.083 -1.848 -14.669
H -26.406 -0.908 -16.183
H -25.168 0.227 -15.592
*
```

The value obtained for the maximum force is 0.172 Eh/bohr. For the energy above the lowest of the compared OMol25 structures with the same formula, charge and spin, the calculation gives 6.2450 eV.


Computed, not measured: 7 unconnected molecules or ions with the total composition C28H40N5O2 at a distorted geometry, with wB97M-V/def2-TZVPD.

The geometry in ORCA input format:
```
! RIJCOSX wB97M-V def2-TZVPD def2/J DEFGRID3
* xyz 1 1
N 0.319 0.079 -0.583
H -0.136 -0.415 0.170
H 1.259 0.406 -0.407
H -0.186 0.777 -1.110
H 0.430 -0.672 -1.249
C -0.103 3.178 3.867
C -1.534 3.018 3.395
C -1.493 1.966 2.309
O -0.108 1.768 2.111
C 0.598 1.989 3.290
H -0.009 3.211 4.952
H 0.268 4.104 3.429
H -1.893 4.006 3.109
H -2.090 2.680 4.269
H -1.888 2.338 1.364
H -2.038 1.040 2.492
H 1.647 2.077 3.009
H 0.468 1.110 3.922
C 0.833 -2.136 3.651
C 2.208 -2.458 2.985
C 2.074 -1.891 1.632
O 0.770 -1.407 1.488
C -0.106 -1.838 2.537
H 0.849 -1.314 4.367
H 0.502 -2.920 4.332
H 2.485 -3.512 3.001
H 3.030 -1.901 3.434
H 2.254 -2.710 0.935
H 2.842 -1.141 1.440
H -0.675 -2.714 2.229
H -0.780 -1.024 2.803
N 0.856 -1.612 -2.471
C 1.340 -2.877 -2.246
C 1.607 -3.836 -3.212
C 1.287 -3.498 -4.546
C 0.703 -2.228 -4.801
C 0.515 -1.326 -3.781
H 1.530 -3.107 -1.209
H 2.074 -4.774 -2.949
H 1.514 -4.169 -5.360
H 0.605 -1.864 -5.813
H 0.071 -0.381 -4.056
N -2.469 -1.080 -0.114
C -2.600 -2.419 -0.085
C -3.852 -3.032 -0.188
C -5.020 -2.227 -0.273
C -4.859 -0.862 -0.237
C -3.568 -0.301 -0.080
H -1.773 -3.097 -0.234
H -3.933 -4.106 -0.114
H -6.012 -2.626 -0.424
H -5.716 -0.205 -0.244
H -3.468 0.773 -0.016
N -1.196 1.703 -2.144
C -2.094 0.851 -2.722
C -3.066 1.309 -3.652
C -3.072 2.667 -4.011
C -2.152 3.563 -3.429
C -1.225 3.029 -2.496
H -2.093 -0.193 -2.444
H -3.775 0.589 -4.032
H -3.846 3.051 -4.659
H -2.160 4.631 -3.587
H -0.495 3.674 -2.029
N 2.794 1.160 -0.061
C 2.880 2.321 0.656
C 4.174 2.777 1.087
C 5.270 2.076 0.770
C 5.176 0.929 -0.074
C 3.901 0.493 -0.477
H 1.935 2.749 0.958
H 4.284 3.554 1.830
H 6.246 2.363 1.130
H 6.026 0.320 -0.345
H 3.861 -0.458 -0.988
*
```

The value obtained for the maximum force is 0.070 Eh/bohr. For the energy above the lowest of the compared OMol25 structures with the same formula, charge and spin, the calculation gives 0.0000 eV.